C55H56MnN2OP as an isolated structure. Source: the Open Molecules 2025 dataset; level of theory: the ωB97M-V functional and the def2-TZVPD basis.

HOMO-LUMO gap (alpha / beta)	5.656 / 6.266	eV
energy	-103582.618	eV

ORCA input file:
```
! RIJCOSX wB97M-V def2-TZVPD def2/J DEFGRID3
* xyz -1 6
Mn 0.694 -0.925 0.327
C 1.112 -1.607 2.907
C 1.701 -0.326 3.010
C 0.656 0.632 2.800
C -0.516 -0.110 2.522
C -0.260 -1.497 2.606
C -1.304 -2.600 2.709
C -1.030 -3.769 1.757
C -2.695 -2.050 2.396
C -1.311 -3.140 4.147
C 0.586 2.153 3.009
C 1.137 2.517 4.396
C 1.273 3.006 1.934
C -0.880 2.620 3.000
C 3.200 -0.214 3.317
C 3.955 -1.382 2.656
C 3.866 1.057 2.782
C 3.440 -0.308 4.834
H 1.630 -2.537 3.084
H -1.491 0.314 2.347
H -0.952 -3.430 0.721
H -1.831 -4.514 1.827
H -0.091 -4.265 1.997
H -2.707 -1.600 1.403
H -2.992 -1.279 3.111
H -3.439 -2.852 2.427
H -0.355 -3.611 4.386
H -2.105 -3.884 4.284
H -1.468 -2.325 4.857
H 2.207 2.343 4.473
H 0.646 1.916 5.165
H 0.956 3.576 4.611
H 2.329 2.781 1.822
H 1.172 4.068 2.187
H 0.807 2.832 0.964
H -1.478 2.102 3.753
H -1.326 2.454 2.017
H -0.919 3.694 3.204
H 3.753 -1.422 1.584
H 3.679 -2.346 3.084
H 5.031 -1.254 2.805
H 3.670 1.170 1.713
H 4.948 0.986 2.927
H 3.533 1.956 3.297
H 2.977 -1.214 5.231
H 3.010 0.543 5.363
H 4.513 -0.342 5.055
C 1.211 0.033 -4.617
C 2.499 -0.483 -4.597
C 2.821 -1.429 -3.646
C 1.849 -1.859 -2.732
N 0.618 -1.341 -2.741
C 0.327 -0.421 -3.654
C 2.163 -2.908 -1.726
C 2.949 -3.981 -2.161
C 3.323 -4.985 -1.286
C 2.920 -4.888 0.038
C 2.143 -3.812 0.448
C 1.706 -2.778 -0.399
H 0.902 0.777 -5.341
H 3.246 -0.142 -5.305
H 3.826 -1.821 -3.581
H -0.678 -0.016 -3.619
H 3.251 -4.048 -3.202
H 3.919 -5.822 -1.631
H 3.213 -5.648 0.755
H 1.877 -3.771 1.496
O -1.322 -0.200 -0.464
P -2.597 -0.052 -1.212
C -2.914 -1.417 -2.344
C -2.848 -2.701 -1.801
C -2.968 -3.810 -2.620
C -3.156 -3.644 -3.986
C -3.223 -2.372 -4.531
C -3.098 -1.258 -3.712
C -4.059 0.058 -0.156
C -5.247 -0.615 -0.420
C -6.334 -0.465 0.432
C -6.235 0.354 1.547
C -5.051 1.032 1.812
C -3.969 0.887 0.962
C -2.583 1.509 -2.116
C -1.403 2.248 -2.062
C -1.339 3.485 -2.693
C -2.442 3.972 -3.377
C -3.620 3.235 -3.431
C -3.694 2.007 -2.794
H -2.674 -2.833 -0.739
H -2.895 -4.802 -2.194
H -3.236 -4.512 -4.629
H -3.355 -2.242 -5.598
H -3.131 -0.267 -4.146
H -5.324 -1.266 -1.282
H -7.254 -0.998 0.228
H -7.080 0.460 2.215
H -4.967 1.666 2.685
H -3.038 1.400 1.173
H -0.542 1.844 -1.536
H -0.422 4.059 -2.648
H -2.388 4.936 -3.869
H -4.481 3.623 -3.960
H -4.619 1.441 -2.814
N 4.080 7.394 -4.256
C 3.776 6.427 -3.711
C 3.393 5.220 -3.033
C 2.746 4.201 -3.733
C 2.375 3.042 -3.081
C 2.633 2.866 -1.713
C 3.290 3.899 -1.027
C 3.665 5.059 -1.674
C 2.218 1.685 -1.034
C 1.837 0.680 -0.450
H 2.540 4.325 -4.789
H 1.880 2.244 -3.618
H 3.494 3.773 0.028
H 4.167 5.850 -1.133
*
```

Here are the Löwdin charges for atoms 1 to 8, given in e: Mn 0.8011; C -0.0941; C -0.1618; C -0.1541; C -0.1014; C -0.2775; C -0.5483; C -0.0550

C55H62GeINP2Ti as an isolated structure in a non-equilibrium geometry. Source: the Open Molecules 2025 dataset; level of theory: the ωB97M-V functional and the def2-TZVPD basis.

HOMO-LUMO gap	5.157	eV
energy	-165841.796	eV

ORCA input file:
```
! RIJCOSX wB97M-V def2-TZVPD def2/J DEFGRID3
* xyz -2 1
Ti -1.155 0.545 1.193
C -4.406 3.040 -2.511
C -3.387 1.961 -2.148
C -2.109 2.185 -2.955
P -3.090 1.712 -0.309
C -3.641 3.302 0.464
C -3.800 3.140 1.975
C -2.648 4.429 0.164
C -4.435 0.554 0.041
C -5.777 0.888 -0.144
C -6.790 -0.051 -0.194
C -8.237 0.337 -0.334
C -6.381 -1.387 -0.166
C -5.070 -1.746 0.037
C -4.039 -0.788 0.270
N -2.733 -1.109 0.564
C -2.511 -2.414 1.018
C -3.411 -3.091 1.861
C -3.258 -4.424 2.186
C -2.186 -5.172 1.706
C -2.062 -6.651 1.959
C -1.216 -4.476 1.001
C -1.339 -3.124 0.684
P 0.116 -2.190 0.150
C 1.660 -3.116 0.566
C 1.685 -3.454 2.065
C 2.157 -4.305 -0.258
C 0.022 -2.035 -1.674
C -1.206 -1.227 -2.090
C 0.011 -3.374 -2.424
H -4.528 3.054 -3.598
H -4.071 4.031 -2.205
H -5.387 2.858 -2.072
H -3.801 0.991 -2.439
H -1.695 3.178 -2.770
H -2.330 2.103 -4.024
H -1.338 1.461 -2.710
H -4.616 3.556 0.038
H -2.854 2.876 2.453
H -4.520 2.364 2.237
H -4.135 4.089 2.406
H -1.691 4.244 0.653
H -3.045 5.377 0.539
H -2.441 4.549 -0.902
H -6.041 1.937 -0.245
H -8.333 1.381 -0.639
H -8.784 0.218 0.607
H -8.746 -0.279 -1.081
H -7.119 -2.173 -0.310
H -4.816 -2.795 0.010
H -4.238 -2.532 2.274
H -3.987 -4.893 2.840
H -2.849 -6.997 2.631
H -1.100 -6.905 2.410
H -2.145 -7.223 1.030
H -0.326 -5.008 0.688
H 2.371 -2.297 0.410
H 1.160 -4.389 2.269
H 1.222 -2.679 2.677
H 2.722 -3.558 2.391
H 1.418 -5.099 -0.377
H 3.024 -4.731 0.254
H 2.495 -3.997 -1.245
H 0.907 -1.432 -1.910
H -2.133 -1.767 -1.885
H -1.147 -1.025 -3.164
H -1.254 -0.275 -1.562
H -0.545 -4.141 -1.876
H 1.011 -3.758 -2.615
H -0.483 -3.247 -3.391
I -2.610 -0.114 3.709
C -0.201 1.870 2.543
C 0.048 2.311 3.819
C 0.729 3.535 4.021
C 1.164 4.309 2.971
C 0.941 3.889 1.638
C 1.386 4.555 0.469
C 1.149 3.989 -0.756
C 0.438 2.769 -0.902
C -0.044 2.089 0.191
C 0.243 2.671 1.463
H -0.272 1.730 4.678
H 0.911 3.875 5.037
H 1.689 5.243 3.156
H 1.946 5.482 0.552
H 1.536 4.475 -1.646
H 0.328 2.379 -1.906
C 0.303 -0.674 0.876
Ge 3.075 0.205 -0.825
C 4.450 -1.107 -1.668
C 5.819 -1.130 -1.365
C 6.690 -2.047 -1.935
C 6.220 -2.980 -2.857
C 4.880 -2.956 -3.212
C 4.021 -2.030 -2.622
C 3.796 0.137 1.066
C 3.471 1.180 1.943
C 3.806 1.146 3.291
C 4.473 0.046 3.817
C 4.796 -1.010 2.975
C 4.462 -0.959 1.626
C 4.118 1.814 -1.530
C 4.039 2.048 -2.908
C 4.648 3.138 -3.514
C 5.359 4.055 -2.746
C 5.461 3.845 -1.378
C 4.851 2.742 -0.787
H 0.903 -0.761 1.785
H 6.211 -0.401 -0.661
H 7.741 -2.038 -1.665
H 6.893 -3.709 -3.295
H 4.499 -3.660 -3.946
H 2.975 -2.024 -2.925
H 2.927 2.043 1.570
H 3.526 1.976 3.930
H 4.731 0.010 4.869
H 5.307 -1.883 3.371
H 4.739 -1.798 0.993
H 3.477 1.349 -3.525
H 4.568 3.277 -4.588
H 5.817 4.923 -3.208
H 6.019 4.545 -0.764
H 4.954 2.605 0.285
*
```

Here are the Löwdin charges for atoms 1 to 8, given in e: Ti 0.5025; C -0.1192; C -0.4931; C -0.1277; P 1.0973; C -0.5372; C -0.1317; C -0.1003

C55H64AlAsNO7SSe as an isolated structure in a non-equilibrium geometry. Source: the Open Molecules 2025 dataset; level of theory: the ωB97M-V functional and the def2-TZVPD basis.

HOMO-LUMO gap	7.118	eV
energy	-217521.850	eV

ORCA input file:
```
! RIJCOSX wB97M-V def2-TZVPD def2/J DEFGRID3
* xyz -1 1
Al 0.085 -0.190 -0.561
C 7.719 0.973 -2.615
C 6.848 1.418 -1.438
C 7.451 0.835 -0.152
C 6.891 2.952 -1.365
C 5.400 0.948 -1.570
C 4.449 1.345 -0.638
C 3.143 0.910 -0.730
Se 1.822 1.309 0.643
C 2.243 -0.334 1.572
C 3.411 -0.359 2.305
C 3.771 -1.490 3.029
C 2.826 -2.505 3.088
C 1.613 -2.501 2.395
C 1.366 -1.441 1.504
O 0.378 -1.463 0.601
C 0.623 -3.630 2.750
C 1.231 -4.997 2.411
C -0.738 -3.529 2.056
C 0.345 -3.529 4.263
C 5.152 -1.593 3.675
C 5.519 -0.283 4.385
C 5.226 -2.729 4.699
C 6.175 -1.869 2.560
C 2.708 0.061 -1.766
O 1.417 -0.295 -1.799
C 3.663 -0.370 -2.718
C 4.973 0.094 -2.581
C 3.322 -1.341 -3.856
C 2.245 -0.739 -4.758
C 4.528 -1.663 -4.740
C 2.809 -2.664 -3.260
H 8.729 1.367 -2.485
H 7.327 1.345 -3.565
H 7.788 -0.116 -2.665
H 8.490 1.162 -0.032
H 7.435 -0.257 -0.187
H 6.887 1.151 0.728
H 7.926 3.305 -1.315
H 6.365 3.323 -0.485
H 6.419 3.388 -2.249
H 4.717 1.991 0.193
H 4.040 0.523 2.293
H 3.027 -3.360 3.720
H 1.374 -5.090 1.331
H 0.561 -5.798 2.741
H 2.198 -5.145 2.897
H -0.648 -3.554 0.972
H -1.236 -2.606 2.342
H -1.362 -4.368 2.379
H 1.232 -3.750 4.861
H -0.441 -4.236 4.548
H 0.009 -2.518 4.507
H 4.739 -0.003 5.096
H 5.641 0.538 3.677
H 6.462 -0.398 4.928
H 4.501 -2.574 5.503
H 6.228 -2.767 5.135
H 5.027 -3.696 4.233
H 6.074 -1.135 1.758
H 6.008 -2.859 2.128
H 7.198 -1.827 2.951
H 5.700 -0.239 -3.308
H 2.567 0.226 -5.159
H 1.340 -0.592 -4.190
H 2.021 -1.410 -5.594
H 4.918 -0.767 -5.232
H 4.214 -2.362 -5.518
H 5.336 -2.132 -4.172
H 1.945 -2.484 -2.622
H 3.589 -3.136 -2.656
H 2.518 -3.351 -4.061
C -3.748 6.398 3.116
C -3.408 5.185 2.288
C -2.122 4.653 2.301
C -1.805 3.527 1.557
C -2.795 2.932 0.790
C -4.080 3.450 0.747
C -4.382 4.574 1.501
S -2.385 1.540 -0.238
O -1.699 2.128 -1.411
O -3.629 0.878 -0.562
N -1.308 0.709 0.523
C -1.731 0.287 1.883
C -0.759 0.597 3.048
O -1.063 0.060 4.124
O 0.201 1.379 2.809
H -3.010 6.551 3.902
H -4.729 6.290 3.581
H -3.775 7.298 2.497
H -1.357 5.114 2.916
H -0.815 3.079 1.601
H -4.826 2.953 0.138
H -5.391 4.973 1.490
H -1.911 -0.784 1.887
H -2.672 0.771 2.150
O -1.092 -0.580 -1.922
As -1.496 0.245 -3.328
C -0.518 1.772 -4.036
C 0.387 2.500 -3.271
C 0.963 3.650 -3.784
C 0.622 4.094 -5.056
C -0.299 3.383 -5.810
C -0.871 2.225 -5.301
C -1.216 -1.202 -4.623
C -0.629 -2.378 -4.172
C -0.470 -3.458 -5.028
C -0.897 -3.369 -6.345
C -1.498 -2.202 -6.799
C -1.666 -1.128 -5.939
C -3.358 0.616 -3.715
C -3.820 1.924 -3.800
C -5.146 2.165 -4.123
C -6.007 1.103 -4.367
C -5.544 -0.202 -4.276
C -4.220 -0.447 -3.951
H 0.623 2.181 -2.269
H 1.671 4.205 -3.181
H 1.066 4.998 -5.453
H -0.587 3.734 -6.793
H -1.605 1.692 -5.887
H -0.305 -2.432 -3.141
H -0.014 -4.373 -4.670
H -0.770 -4.208 -7.019
H -1.847 -2.129 -7.823
H -2.175 -0.241 -6.291
H -3.146 2.741 -3.583
H -5.510 3.183 -4.173
H -7.044 1.296 -4.612
H -6.217 -1.031 -4.458
H -3.853 -1.462 -3.870
*
```

Here are the Löwdin charges for atoms 1 to 8, given in e: Al -0.1474; C -0.0717; C -0.5581; C -0.0517; C -0.0542; C -0.1783; C -0.0696; C -0.3563

C55H64N7ReS as an isolated structure. Source: the Open Molecules 2025 dataset; level of theory: the ωB97M-V functional and the def2-TZVPD basis.

HOMO-LUMO gap (alpha / beta)	6.269 / 3.660	eV
energy	-81446.781	eV

ORCA input file:
```
! RIJCOSX wB97M-V def2-TZVPD def2/J DEFGRID3
* xyz 3 2
Re 0.363 0.203 0.218
C 3.159 0.307 -1.264
C 2.438 1.350 -2.120
C 1.178 0.804 -2.715
C 1.056 0.715 -4.094
C -0.009 0.041 -4.662
C -0.959 -0.517 -3.824
C -0.825 -0.335 -2.464
N 0.218 0.305 -1.900
N 2.486 -0.037 0.014
C 2.974 0.900 1.064
C 2.353 2.249 0.833
C 3.058 3.433 0.894
C 2.427 4.616 0.530
C 1.109 4.568 0.107
C 0.444 3.356 0.117
N 1.045 2.219 0.486
C 2.664 -1.886 1.850
C 1.495 -1.564 2.765
C 1.246 -2.434 3.817
C 0.228 -2.178 4.715
C -0.523 -1.031 4.534
C -0.255 -0.238 3.438
N 0.709 -0.486 2.539
H 4.168 0.656 -1.041
H 3.267 -0.592 -1.860
H 3.115 1.585 -2.942
H 2.263 2.289 -1.598
H 1.839 1.131 -4.714
H -0.078 -0.071 -5.736
H -1.795 -1.082 -4.206
H -1.559 -0.722 -1.777
H 4.060 0.963 1.069
H 2.643 0.550 2.032
H 4.096 3.425 1.198
H 2.965 5.555 0.558
H 0.586 5.464 -0.194
H -0.600 3.275 -0.161
H 4.433 -2.420 2.891
H 2.716 -2.971 1.839
H 1.860 -3.319 3.921
H 0.031 -2.854 5.537
H -1.317 -0.756 5.215
H -0.842 0.638 3.262
C -5.097 -1.903 -0.090
C -4.040 -1.122 -0.880
C -4.400 -1.143 -2.371
C -3.912 0.298 -0.333
C -5.013 1.122 -0.570
C -5.077 2.414 -0.084
C -4.033 2.889 0.689
C -2.917 2.111 0.978
C -1.985 2.654 2.041
C -1.822 4.179 2.026
C -2.546 2.237 3.413
C -2.835 0.807 0.429
N -1.693 -0.082 0.672
C -2.028 -1.253 1.122
C -1.265 -2.482 1.171
C -2.006 -3.572 1.676
C -1.480 -4.835 1.787
C -0.161 -5.045 1.383
C 0.594 -4.008 0.885
C 0.076 -2.709 0.755
N 0.841 -1.665 0.239
C 2.322 -1.564 0.356
C 3.100 -2.461 -0.601
C 4.435 -2.473 -0.566
C 5.327 -1.643 0.238
C 5.147 -1.158 1.467
C 4.072 -1.475 2.472
C 4.033 -0.522 3.724
C 5.110 0.563 3.771
C 4.155 -1.346 5.010
C 2.372 -3.296 -1.656
C 2.875 -4.745 -1.693
C 2.500 -2.690 -3.059
H -5.123 -2.944 -0.413
H -6.090 -1.479 -0.250
H -4.908 -1.882 0.984
H -3.100 -1.663 -0.758
H -5.445 -0.875 -2.526
H -4.267 -2.149 -2.774
H -3.788 -0.447 -2.944
H -5.854 0.726 -1.124
H -5.954 3.024 -0.258
H -4.109 3.876 1.125
H -1.003 2.202 1.901
H -2.651 4.667 2.540
H -1.778 4.596 1.021
H -0.912 4.465 2.556
H -3.486 2.758 3.598
H -1.856 2.501 4.216
H -2.756 1.166 3.465
H -3.052 -1.363 1.476
H -3.030 -3.396 1.984
H -2.077 -5.649 2.173
H 0.281 -6.029 1.465
H 1.611 -4.206 0.588
H 4.941 -3.103 -1.291
H 6.277 -1.420 -0.237
H 5.970 -0.576 1.861
H 3.067 -0.009 3.758
H 6.112 0.135 3.839
H 4.963 1.166 4.667
H 5.092 1.242 2.917
H 5.132 -1.834 5.048
H 3.395 -2.121 5.087
H 4.070 -0.708 5.889
H 1.309 -3.301 -1.424
H 3.842 -4.810 -2.193
H 2.179 -5.370 -2.252
H 2.997 -5.174 -0.698
H 3.545 -2.500 -3.314
H 1.942 -1.756 -3.155
H 2.099 -3.382 -3.801
S -3.195 2.631 -2.829
C -3.841 3.189 -4.312
N -3.686 4.505 -4.660
C -4.161 5.040 -5.784
C -4.862 4.249 -6.681
C -5.071 2.915 -6.373
C -4.562 2.385 -5.190
H -3.204 5.098 -3.993
H -3.978 6.094 -5.940
H -5.242 4.688 -7.592
H -5.634 2.285 -7.049
H -4.726 1.352 -4.919
*
```

Here are the Löwdin charges for atoms 1 to 8, given in e: Re 1.5009; C -0.1130; C -0.0813; C -0.2435; C 0.0016; C -0.0176; C -0.0365; C -0.1080